Molecular formula: C25H40N7O2SSe2Zr
Method: DFT, ωB97M-V/def2-TZVPD

## Properties
**HOMO energy**: -15.108 eV
**Gap between HOMO and LUMO**: 6.40 eV
**Calculated total energy**: -183886.77361 eV
**LUMO level**: -8.71 eV
**ΔE to the lowest compared entry with this formula, charge and spin**: 139.1 kJ/mol

Geometry as ORCA input:
```
! wB97M-V def2-TZVPD RIJCOSX def2/J DEFGRID3
* xyz 3 1
H -0.76 0.66 -4.57
H 1.98 -1.30 -2.14
C -1.89 -2.63 4.03
C 2.73 -1.52 0.61
H 0.02 3.00 -4.18
H -5.21 -7.31 -0.16
H -2.49 -3.39 4.51
C 2.85 0.76 0.68
C 2.28 -1.10 1.87
N 2.58 2.29 -2.11
N -0.50 1.37 -1.21
C -0.19 -1.00 4.02
C 0.10 4.89 1.32
C -1.04 3.92 1.14
H 1.92 -1.75 2.65
H 2.90 0.34 -3.82
H -0.70 -2.13 5.78
Se -0.82 2.08 1.80
H -0.46 2.28 -0.75
H 1.08 2.90 3.28
H 0.30 5.09 2.37
N -1.57 -1.14 0.82
O -1.65 -1.56 -1.52
H 3.59 2.26 -2.27
H -1.88 -6.82 1.20
H -0.52 3.31 3.96
H -1.32 3.84 0.09
H 0.84 -1.08 -4.16
S -1.37 -2.28 -0.29
N 1.07 -0.84 -2.10
C 0.39 2.68 -3.20
C 3.13 -0.37 -0.11
H 0.40 3.59 -2.59
H -3.91 -8.02 0.72
H -0.60 -4.74 0.99
C -0.62 1.66 -2.69
H 3.58 -0.37 -1.09
H -1.61 2.11 -2.83
H -3.86 -2.98 -1.26
N -4.29 -7.22 0.24
C -1.42 -1.47 2.17
C -2.30 -5.97 0.68
H 2.09 6.72 -0.19
C -3.60 -6.08 0.12
H 0.41 -1.63 -2.07
H 3.04 1.80 0.47
H 2.79 -2.54 0.27
Zr 0.54 -0.32 0.29
C -1.59 -4.81 0.56
C 2.31 0.31 1.91
H 2.34 3.17 -1.61
C 0.08 2.54 3.46
H -0.16 5.83 0.84
Se 1.80 4.31 0.54
H -1.32 -0.31 -3.23
H 0.08 1.66 4.09
H 2.01 0.94 2.73
O 0.15 -2.46 -0.13
H -5.14 -5.06 -1.01
C -3.45 -3.82 -0.71
C -0.56 0.40 -3.53
H 1.75 0.81 -5.03
H 2.33 2.84 -4.09
H -1.42 0.99 -0.97
H 0.62 -0.44 4.49
C 2.65 6.06 0.47
H 3.66 5.92 0.10
H 2.33 1.52 -1.48
N -0.45 -0.73 2.73
H -1.91 4.28 1.68
H 2.69 6.47 1.48
N -2.13 -2.41 2.74
C -2.15 -3.74 -0.15
C 1.81 2.17 -3.41
C 0.82 -0.24 -3.46
C 1.89 0.74 -3.95
C -0.90 -1.93 4.73
C -4.15 -4.98 -0.58
*
```